Here is C39H53IMgN8O3S4Se as an isolated structure in a non-equilibrium geometry from OMol25. Energies are from the ωB97M-V functional and the def2-TZVPD basis.

**Lowest unoccupied orbital energy**: -0.106 eV
**Highest occupied orbital energy**: -7.19 eV
**Orbital gap**: 0.2603 Eh
**Energy**: -6673.71517 a.u.
**Charge**: 0

Each line ends with the Mulliken charge.
Element x y z (Å)
Mg 3.22726 -1.29061 -0.97784  2.354
C 2.61549 2.65138 1.79384  -1.181
N 1.68204 2.30112 0.82766  0.339
C 0.44349 3.17706 0.76448  -0.948
C 1.94502 1.20645 0.10951  0.977
O 2.93970 0.50830 0.23467  -1.114
C 0.89270 0.72124 -0.91636  -0.447
O 1.51875 -0.06988 -1.93582  -0.065
C 1.85145 0.55541 -3.09667  -1.496
C 3.32525 0.87293 -3.08189  0.928
O 4.04093 0.14467 -2.37938  -1.180
N 3.85626 1.87816 -3.86869  0.195
C 5.27892 2.06602 -3.71243  -1.017
C 3.04093 2.88863 -4.48626  -0.929
H 2.75841 3.75481 1.81338  0.320
H 3.52621 2.11166 1.64556  0.357
H 2.35472 2.24692 2.79732  0.334
H 0.81264 4.16534 0.48010  0.352
H 0.03759 3.24823 1.79221  0.375
H -0.26173 2.78263 0.06034  0.216
H 0.35998 1.53882 -1.33693  0.632
H 0.19032 0.01661 -0.38358  -0.968
H 1.28597 1.46263 -3.24840  0.480
H 1.73233 -0.11664 -3.94552  0.465
H 5.43038 2.87640 -2.94261  0.310
H 5.79564 2.35901 -4.60863  0.348
H 5.67236 1.11902 -3.35736  0.268
H 3.09273 3.82103 -3.88773  0.293
H 1.99272 2.60698 -4.54327  0.328
H 3.46001 3.07544 -5.48110  0.345
N 3.82842 -4.62059 -2.09711  -0.258
C 3.03880 -4.14787 -3.10807  0.526
S 3.13915 -2.54489 -3.70558  -0.344
N 2.14087 -5.05080 -3.63446  -0.285
C 1.10025 -4.77439 -4.59782  0.344
C -0.13685 -5.25225 -4.29224  -0.396
C -1.22323 -4.95418 -5.12089  -0.530
C -1.03069 -4.21108 -6.27255  -0.552
C 0.25181 -3.73457 -6.53987  -0.564
C 1.31885 -4.11897 -5.76056  -0.264
H 4.31066 -3.98807 -1.43360  -0.046
H 3.81756 -5.60211 -1.83501  0.212
H 1.89604 -5.77941 -3.00451  0.287
H -0.26554 -5.80390 -3.33517  0.232
H -2.16886 -5.28396 -4.82795  0.454
H -1.91978 -3.89985 -6.81913  0.353
H 0.45334 -3.06186 -7.35692  0.406
H 2.25703 -3.69627 -5.99004  0.596
S 2.77934 -4.91688 4.52927  -0.350
C 3.65861 -4.02390 3.43100  0.194
S 3.80483 -4.38405 1.73192  -0.065
C 4.71285 -2.85729 1.44043  0.378
N 4.85176 -2.20097 2.57170  -0.871
N 4.26761 -2.84832 3.60951  0.795
C 4.51294 -2.19065 4.85979  0.217
C 4.23690 -0.82470 5.03284  -0.365
C 4.39274 -0.22452 6.27760  -0.358
C 4.85557 -0.94431 7.36483  -0.460
C 5.23399 -2.23417 7.13353  -0.620
C 5.01218 -2.86191 5.93653  -0.287
S 5.37335 -2.26692 -0.13760  -0.573
H 3.81069 -0.25000 4.20910  0.449
H 4.24407 0.86249 6.33576  0.305
H 4.86876 -0.42089 8.34999  0.327
H 5.72541 -2.78779 7.90107  0.376
H 5.09653 -3.94853 5.86932  0.301
I -0.07560 -2.63048 -1.53493  -0.147
C 1.52420 -2.40936 -0.07508  -1.451
H 1.76454 -3.44113 0.10809  0.583
H 1.04011 -2.05732 0.82493  0.592
C -5.58779 -0.05318 1.63015  -0.861
C -4.71446 -1.28732 2.00480  -0.683
C -3.60759 -1.42154 0.96734  -1.029
C -2.43463 -0.48836 0.92759  -0.741
N -2.78447 0.88358 0.84206  1.295
C -3.34381 1.45812 -0.24327  -0.895
Se -3.42777 0.71374 -1.90362  -0.148
N -3.75821 2.74217 0.09427  0.730
C -4.38748 3.62531 -0.82911  -1.324
C -5.82568 3.17507 -1.08548  -0.535
C -6.86132 3.41412 0.04256  -0.148
C -7.80971 4.62310 -0.25433  -1.339
C -3.50814 2.96363 1.38692  0.525
C -3.80845 4.09077 2.15975  -1.115
C -3.36453 4.03593 3.48441  -0.783
C -2.66764 2.91792 3.98261  -0.840
C -2.37245 1.82604 3.19369  -0.814
C -2.80401 1.83699 1.88590  0.674
H -6.46487 0.04154 2.29272  0.484
H -6.01932 -0.25224 0.65598  0.314
H -5.02209 0.86743 1.60609  0.095
H -5.35174 -2.19912 2.04631  0.381
H -4.31097 -1.15044 3.03801  0.254
H -4.03568 -1.41332 -0.06280  0.198
H -3.25306 -2.42980 1.03095  0.666
H -1.90610 -0.80602 0.02276  -0.048
H -1.72106 -0.56484 1.82276  0.510
H -3.72587 3.56011 -1.73371  0.432
H -4.37121 4.63995 -0.45561  0.477
H -5.80238 2.14861 -1.42096  0.268
H -6.15646 3.74606 -1.95757  0.563
H -6.35679 3.59005 1.02765  0.150
H -7.53323 2.50591 0.21424  0.271
H -7.38039 5.54004 0.05984  0.325
H -8.77804 4.40810 0.17955  0.369
H -7.98605 4.70922 -1.36004  0.329
H -4.28914 4.93407 1.77489  0.575
H -3.60315 4.85107 4.11121  0.473
H -2.37952 2.95189 5.04651  0.392
H -1.88240 0.97245 3.60823  0.539